No. 1
{"formula": "C39H66BrGeN2O6SiTi", "method": "the ωB97M-V functional and the def2-TZVPD basis", "energy_ha": -7876.7834, "mol_weight_g_mol": 887.432, "relative_energy_kcal_mol": 9.3, "lumo_energy_ev": [-0.040, -0.009], "multiplicity": 2, "s_squared": 0.75, "gap_ev": [7.22, 7.90], "species": ["Ti", "C", "C", "C", "C", "O", "Ge", "O", "C", "C", "C", "C", "O", "C", "C", "C", "C", "H", "H", "H", "H", "H", "H", "H", "H", "H", "H", "H", "H", "H", "H", "H", "H", "H", "H", "H", "H", "H", "H", "H", "H", "H", "H", "H", "C", "O", "C", "C", "C", "C", "C", "C", "N", "N", "C", "O", "C", "C", "C", "C", "C", "C", "C", "O", "H", "H", "H", "H", "H", "H", "H", "H", "H", "H", "H", "H", "C", "C", "C", "C", "Si", "Br", "C", "C", "C", "C", "C", "C", "C", "C", "H", "H", "H", "H", "H", "H", "H", "H", "H", "H", "H", "H", "H", "H", "H", "H", "H", "H", "H", "H", "H", "H", "H", "H", "H", "H", "H"], "positions_angstrom": [[-0.27486, 0.46823, 0.07241], [2.26765, -3.78123, -3.74417], [2.39595, -2.93358, -2.48288], [1.86900, -3.69709, -1.27454], [3.84970, -2.52828, -2.25696], [1.66448, -1.72964, -2.66057], [0.13895, -0.81950, -2.66760], [-1.65936, 1.08796, -1.02850], [-2.93669, 1.69789, -0.93622], [-3.71157, 1.29191, -2.18678], [-2.73827, 3.20912, -0.88891], [-3.67360, 1.22298, 0.31161], [0.98626, 0.59357, -1.54207], [1.63137, 1.74502, -2.12407], [1.05968, 2.03391, -3.50515], [1.39699, 2.93845, -1.20892], [3.11703, 1.41243, -2.20818], [2.87845, -4.68421, -3.67315], [1.22885, -4.07828, -3.89235], [2.59615, -3.20859, -4.61295], [2.45898, -4.60275, -1.10941], [1.92067, -3.07613, -0.38182], [0.82889, -3.98588, -1.43183], [4.48766, -3.40229, -2.10717], [4.21737, -1.96994, -3.11985], [3.91908, -1.88582, -1.37595], [-3.16254, 1.59546, -3.07941], [-3.83213, 0.20724, -2.21019], [-4.70103, 1.75380, -2.20801], [-2.22207, 3.54686, -1.78975], [-3.69494, 3.73170, -0.82147], [-2.13253, 3.47357, -0.01971], [-3.74787, 0.13294, 0.30999], [-3.14822, 1.53729, 1.21549], [-4.68365, 1.63686, 0.34351], [-0.02182, 2.17221, -3.45285], [1.50801, 2.94753, -3.89940], [1.28472, 1.23095, -4.21204], [0.32992, 3.15126, -1.12302], [1.78646, 2.73517, -0.20999], [1.90030, 3.82486, -1.60105], [3.26307, 0.49699, -2.78256], [3.67420, 2.22444, -2.68285], [3.51725, 1.25822, -1.20427], [-1.70040, -4.07896, -3.33071], [-1.20423, -3.23654, -2.30751], [-1.75457, -3.35362, -1.06391], [-2.62858, -4.35306, -0.69361], [-3.15168, -4.38256, 0.60118], [-2.79515, -3.40496, 1.49587], [-1.91856, -2.36703, 1.13503], [-1.68025, -1.35061, 2.15505], [-1.17400, -0.20062, 1.93189], [-1.06759, 0.66849, 3.02111], [-0.53668, 1.79360, 2.62036], [-0.14311, 2.04633, 1.41594], [-0.32348, 2.85515, 3.64513], [-0.69065, 2.65805, 4.97405], [-0.42865, 3.63570, 5.91974], [0.19264, 4.82100, 5.54425], [0.54386, 5.02694, 4.21816], [0.28797, 4.04593, 3.27047], [-1.36898, -2.33781, -0.15736], [-0.50041, -1.42392, -0.56980], [-1.22398, -3.74882, -4.25019], [-1.44056, -5.12438, -3.14457], [-2.78464, -3.98270, -3.42590], [-2.90856, -5.12010, -1.40115], [-3.83903, -5.16651, 0.88679], [-3.20446, -3.40853, 2.49872], [-2.00392, -1.57926, 3.17065], [-1.17077, 1.72959, 5.25181], [-0.70845, 3.47511, 6.95310], [0.39727, 5.58426, 6.28442], [1.02268, 5.95137, 3.92066], [0.56414, 4.18533, 2.23379], [3.00488, 1.75269, 4.55554], [4.03200, 1.33941, 3.49455], [5.42650, 1.59197, 4.08107], [3.84228, 2.28250, 2.29140], [3.80483, -0.50450, 3.00051], [2.12353, -0.64266, 1.43093], [5.30822, -1.17316, 2.01358], [5.65941, -0.14800, 0.92102], [6.55763, -1.39850, 2.87495], [4.98150, -2.50308, 1.30492], [3.16636, -1.63771, 4.40979], [1.73659, -1.26718, 4.85809], [4.08767, -1.55979, 5.63290], [3.10185, -3.09598, 3.92860], [3.04053, 2.83868, 4.68258], [3.22564, 1.30314, 5.52774], [1.98757, 1.49733, 4.27748], [5.46101, 2.61879, 4.45947], [6.21820, 1.50051, 3.33300], [5.66041, 0.92972, 4.91821], [3.97989, 3.31343, 2.63660], [2.83956, 2.22178, 1.87149], [4.56208, 2.10354, 1.49205], [6.04406, 0.78113, 1.34095], [4.80775, 0.09087, 0.28026], [6.44334, -0.56527, 0.28089], [6.93094, -0.48670, 3.34754], [7.35323, -1.77587, 2.22416], [6.40086, -2.15034, 3.65157], [4.02972, -2.48331, 0.76700], [4.96833, -3.34246, 1.99605], [5.76527, -2.70848, 0.56821], [1.69217, -0.34540, 5.42983], [1.36700, -2.06536, 5.51032], [1.04129, -1.18067, 4.02157], [4.16392, -0.54446, 6.02711], [5.09556, -1.92621, 5.42773], [3.67261, -2.18450, 6.43034], [2.52149, -3.20352, 3.00986], [2.61016, -3.69813, 4.69911], [4.08766, -3.53021, 3.76683]], "forces_ev_per_a": [[-1.69, 1.45, -0.52], [0.07, -0.01, -0.01], [-0.13, 0.07, 0.00], [-0.04, -0.12, 0.00], [-0.02, 0.07, 0.00], [0.31, -0.13, -0.10], [0.05, -0.27, 0.13], [0.49, -0.10, 0.91], [0.05, -0.02, -0.15], [-0.01, 0.00, 0.00], [0.00, 0.03, 0.01], [0.01, -0.03, 0.02], [-0.35, -0.25, 0.14], [0.18, -0.09, 0.17], [0.00, 0.03, -0.06], [0.00, -0.02, 0.01], [0.04, 0.07, -0.06], [-0.02, 0.00, 0.01], [-0.03, 0.00, -0.01], [-0.01, 0.00, 0.00], [0.01, 0.03, 0.00], [0.00, 0.06, 0.06], [0.10, 0.00, 0.02], [-0.02, -0.01, 0.00], [0.01, -0.01, 0.00], [-0.01, -0.02, -0.08], [0.00, 0.00, 0.00], [0.00, 0.00, -0.01], [0.01, 0.01, 0.01], [0.00, 0.00, 0.00], [0.00, -0.01, 0.00], [0.00, 0.00, -0.01], [0.00, 0.00, 0.01], [0.01, 0.00, 0.00], [0.00, 0.00, -0.01], [-0.01, -0.02, 0.01], [-0.01, 0.00, -0.01], [-0.01, -0.02, 0.01], [0.00, 0.02, 0.00], [0.00, 0.00, 0.02], [0.00, -0.03, -0.01], [-0.01, 0.00, 0.01], [-0.02, 0.00, 0.02], [-0.02, -0.02, 0.00], [0.01, 0.00, 0.01], [-0.08, 0.03, 0.00], [-0.05, 0.09, 0.01], [0.00, -0.03, 0.03], [0.01, 0.01, -0.02], [0.02, -0.02, -0.02], [0.02, 0.03, 0.06], [-0.07, -0.04, -0.02], [0.42, 0.11, -0.04], [-0.08, -0.27, -0.19], [0.14, 0.08, 0.02], [0.27, -0.35, -0.06], [-0.09, -0.02, -0.05], [0.01, -0.03, 0.04], [0.00, 0.00, -0.02], [-0.01, 0.01, 0.00], [0.02, -0.02, -0.02], [0.03, 0.02, -0.01], [-0.07, -0.10, -0.13], [0.57, -0.13, -0.12], [0.00, 0.01, -0.01], [0.00, 0.00, 0.00], [0.00, 0.00, 0.00], [-0.01, 0.00, -0.01], [0.01, -0.01, 0.00], [0.01, 0.00, 0.00], [-0.05, 0.04, -0.02], [0.01, 0.00, 0.00], [0.00, 0.00, 0.00], [0.00, 0.00, 0.00], [0.00, 0.00, 0.00], [0.00, 0.00, 0.00], [0.09, -0.02, 0.12], [-0.21, 0.01, -0.21], [0.14, 0.01, -0.03], [0.06, 0.07, 0.02], [0.16, 0.08, 0.19], [0.18, 0.05, 0.07], [-0.21, -0.05, -0.19], [0.10, -0.04, -0.03], [0.08, -0.02, 0.08], [0.01, 0.00, -0.07], [-0.20, 0.01, -0.11], [0.02, -0.07, -0.03], [0.05, 0.01, 0.08], [0.04, -0.05, 0.05], [0.01, 0.03, 0.02], [-0.08, 0.02, -0.07], [-0.16, -0.02, -0.06], [-0.01, 0.00, 0.01], [-0.08, 0.00, 0.10], [0.02, -0.01, -0.03], [0.03, -0.02, 0.01], [-0.12, -0.08, 0.00], [-0.13, 0.05, 0.05], [0.03, -0.05, -0.04], [0.00, -0.05, 0.02], [0.01, -0.02, 0.01], [-0.08, -0.13, -0.04], [0.03, 0.00, 0.02], [-0.04, 0.02, -0.02], [0.17, 0.00, 0.11], [-0.02, 0.00, 0.00], [0.01, 0.02, 0.00], [0.03, 0.09, -0.01], [0.01, 0.00, 0.01], [0.01, 0.02, 0.00], [0.02, -0.04, 0.00], [-0.01, 0.04, -0.03], [0.01, -0.01, 0.01], [0.01, 0.01, 0.00], [0.00, 0.00, 0.01], [0.02, 0.05, 0.01]], "lowdin_spin": [0.92, 0.00, 0.00, 0.00, 0.00, 0.00, 0.00, -0.01, 0.00, 0.00, 0.00, 0.00, 0.02, 0.01, 0.00, 0.01, 0.00, 0.00, 0.00, 0.00, 0.00, 0.00, 0.00, 0.00, 0.00, 0.00, 0.00, 0.00, 0.00, 0.00, 0.00, 0.00, 0.00, 0.00, 0.00, 0.00, 0.00, 0.00, 0.00, 0.00, 0.00, 0.00, 0.00, 0.00, 0.00, 0.00, 0.00, 0.00, 0.00, 0.00, 0.00, 0.00, 0.00, 0.00, 0.00, 0.02, 0.00, 0.00, 0.00, 0.00, 0.00, 0.00, 0.00, 0.02, 0.00, 0.00, 0.00, 0.00, 0.00, 0.00, 0.00, 0.00, 0.00, 0.00, 0.00, 0.00, 0.00, 0.00, 0.00, 0.00, 0.00, 0.00, 0.00, 0.00, 0.00, 0.00, 0.00, 0.00, 0.00, 0.00, 0.00, 0.00, 0.00, 0.00, 0.00, 0.00, 0.00, 0.00, 0.00, 0.00, 0.00, 0.00, 0.00, 0.00, 0.00, 0.00, 0.00, 0.00, 0.00, 0.00, 0.00, 0.00, 0.00, 0.00, 0.00, 0.00, 0.00]}



No. 2
{"formula": "C4H12O2Sn", "method": "the ωB97M-V functional and the def2-TZVPD basis", "energy_ha": -523.5020, "mol_weight_g_mol": 210.849, "charge": 2, "relative_energy_kcal_mol": 108.5, "lumo_energy_ev": -12.971, "gap_ev": 2.57, "species": ["Sn", "C", "C", "O", "H", "H", "H", "H", "H", "H", "C", "C", "O", "H", "H", "H", "H", "H", "H"], "positions_angstrom": [[-9.29534, -1.56164, 11.54088], [-2.53865, -0.71946, 10.65602], [-3.41869, -1.93135, 11.03745], [-4.45479, -1.97851, 10.02215], [-3.13026, 0.19577, 10.67706], [-2.10405, -0.75734, 9.65712], [-1.79152, -0.54325, 11.42988], [-3.97320, -1.66967, 11.93864], [-2.88156, -2.87951, 11.01316], [-4.15307, -2.36643, 9.19748], [-8.69659, -9.11359, 11.01676], [-8.19588, -7.70092, 10.81020], [-8.66360, -6.86615, 11.85070], [-8.54179, -9.50687, 12.02148], [-8.13999, -9.71677, 10.29949], [-9.75918, -9.15192, 10.77691], [-8.40360, -7.31014, 9.81408], [-7.11890, -7.62048, 10.95765], [-8.15046, -7.09321, 12.62964]], "forces_ev_per_a": [[0.16, -0.17, -0.07], [-0.11, 0.28, 0.67], [-0.23, 1.23, -1.90], [-0.83, -0.09, 0.57], [-0.33, -0.12, -0.05], [0.17, -0.42, 0.19], [0.37, -0.29, -0.17], [0.38, -0.58, 0.22], [0.02, 0.11, 0.57], [0.40, -0.11, -0.03], [0.00, -0.17, -0.72], [1.10, -0.05, 0.78], [-0.99, 1.24, -0.09], [0.14, 0.17, -0.04], [-0.15, -0.34, 0.07], [0.02, -0.10, 0.06], [-0.50, 0.17, 0.28], [0.45, -0.65, -0.58], [-0.07, -0.11, 0.24]], "nbo_charge": [1.65, -0.63, -0.06, -0.69, 0.21, 0.23, 0.24, 0.18, 0.20, 0.49, -0.63, -0.07, -0.65, 0.22, 0.24, 0.23, 0.19, 0.18, 0.48]}